Record 1
Computed, not measured: 3 unconnected molecules or ions with the total composition C16H38N3O7, with wB97M-V/def2-TZVPD.

Values from the calculation:
Electronic energy, Ha: -1322.973180
LUMO energy, eV: -3.87
Kohn-Sham gap, eV: 7.07
Net charge: +1

Each line ends with the natural charge from an NBO analysis.
CARTESIAN COORDINATES (ANGSTROEM)
1 N -4.23633 -0.57244 4.07627  -0.853
2 C -3.29348 -0.90639 3.09443  0.710
3 N -3.75884 -1.25892 1.89957  -0.763
4 N -2.01096 -0.82821 3.32589  -0.498
5 C -0.95760 -1.67439 2.72153  -0.263
6 C -0.66140 -2.83077 3.68240  0.025
7 C -1.59244 -3.98024 3.74643  -0.121
8 O -0.33663 -4.05641 3.05411  -0.446
9 H -4.16141 -1.18173 4.88885  0.403
10 H -4.07295 0.37168 4.41967  0.415
11 H -3.27142 -0.99545 1.05534  0.437
12 H -4.59180 -1.82312 1.83562  0.443
13 H -1.81488 -0.60331 4.29448  0.419
14 H -0.04642 -1.08707 2.61024  0.251
15 H -1.26549 -2.09131 1.76692  0.240
16 H -0.11127 -2.55782 4.58415  0.202
17 H -2.45131 -3.96385 3.07931  0.179
18 H -1.63850 -4.58641 4.64155  0.215
19 C 0.20680 2.53050 -4.51982  -0.249
20 O -0.17663 2.94594 -3.22419  -0.557
21 C -0.68387 4.26989 -3.18923  -0.093
22 C -1.76905 4.42712 -2.15191  -0.088
23 O -2.99734 3.80575 -2.49411  -0.533
24 C -3.12083 2.40940 -2.34000  -0.089
25 C -3.29661 1.95557 -0.90722  -0.090
26 O -2.07321 1.97855 -0.18286  -0.548
27 C -2.24563 2.17496 1.19470  -0.236
28 H 1.08935 3.07303 -4.87433  0.174
29 H 0.44767 1.46942 -4.46758  0.191
30 H -0.60646 2.67207 -5.23894  0.170
31 H -1.08403 4.54738 -4.17003  0.179
32 H 0.12767 4.96634 -2.94093  0.177
33 H -2.00245 5.49205 -2.09901  0.197
34 H -1.41606 4.11135 -1.16719  0.180
35 H -2.30229 1.86616 -2.81951  0.197
36 H -4.04864 2.15582 -2.85744  0.195
37 H -3.68831 0.92538 -0.92396  0.150
38 H -4.03770 2.59705 -0.41730  0.181
39 H -2.87897 3.04332 1.39993  0.185
40 H -1.26459 2.33865 1.63998  0.201
41 H -2.69894 1.28639 1.66134  0.113
42 C 1.11773 0.65992 -0.38415  -0.247
43 O 1.95067 -0.39073 0.04582  -0.551
44 C 1.45450 -1.67030 -0.27768  -0.083
45 C 2.56884 -2.63205 -0.62122  -0.088
46 O 3.15402 -2.39760 -1.88303  -0.536
47 C 4.07722 -1.32677 -2.00691  -0.088
48 C 5.42089 -1.57852 -1.36672  -0.095
49 O 5.35200 -1.45095 0.04194  -0.550
50 C 6.32835 -2.21399 0.71455  -0.248
51 H 0.17848 0.68646 0.17126  0.148
52 H 1.64988 1.59456 -0.22138  0.200
53 H 0.88052 0.57517 -1.44650  0.179
54 H 0.75335 -1.61916 -1.11999  0.174
55 H 0.92881 -2.07302 0.60306  0.140
56 H 2.11696 -3.62456 -0.69833  0.187
57 H 3.31224 -2.66041 0.17902  0.196
58 H 3.65320 -0.38590 -1.64709  0.188
59 H 4.24579 -1.23736 -3.08175  0.193
60 H 6.13324 -0.84465 -1.76777  0.176
61 H 5.77040 -2.58043 -1.64274  0.175
62 H 6.29740 -3.26426 0.40354  0.166
63 H 6.11046 -2.15442 1.77916  0.191
64 H 7.33831 -1.82696 0.53979  0.172

Atoms 1-6, force components in eV/Å:
0.11 -0.42 0.50
-0.37 0.02 -0.47
0.24 0.02 -0.05
0.38 -0.53 0.61
0.40 -0.33 0.45
-0.61 -0.17 -0.12

---

Record 2
Computed, not measured: C11H14ClNO5S in the gas phase in a non-equilibrium geometry, with wB97M-V/def2-TZVPD.

Values from the calculation:
Electronic energy, Ha: -1716.732832
Relative energy (zero: lowest compared OMol25 entry of this formula, charge and spin), kcal per mole: 87.8
LUMO energy, eV: -1.55
Kohn-Sham gap, eV: 6.78

Each line ends with the natural charge from an NBO analysis.
CARTESIAN COORDINATES (ANGSTROEM)
1 C 3.66733 0.28583 0.99111  -0.613
2 C 3.51287 0.35842 -0.61367  -0.507
3 C 2.43028 1.42547 -1.09474  0.800
4 O 2.58526 2.62686 -0.73568  -0.572
5 O 1.33370 1.08779 -1.93453  -0.552
6 C 0.08488 1.64788 -1.45075  -0.092
7 C -1.06850 0.50846 -1.50085  -0.454
8 C -1.36655 -0.07695 -0.03765  -0.123
9 C -2.45129 0.85676 0.68710  -0.535
10 C -1.92461 1.60126 1.99377  0.588
11 O -0.83210 2.18248 2.11584  -0.523
12 Cl -3.07262 1.63863 3.43676  -0.050
13 S 0.15253 -0.62674 0.87762  0.379
14 C 0.25429 -2.09854 -0.27152  0.077
15 N -0.95329 -2.44191 -0.73929  -0.451
16 C -2.02264 -1.54800 -0.14502  -0.203
17 C -2.30764 -2.34120 1.25049  0.713
18 O -2.48533 -1.76506 2.36670  -0.685
19 O -2.39537 -3.70836 1.16513  -0.773
20 H 4.78205 0.20748 1.25441  0.226
21 H 3.13105 -0.66833 1.36373  0.204
22 H 3.21098 1.17781 1.53361  0.244
23 H 4.53532 0.65663 -1.04297  0.251
24 H 3.26435 -0.68837 -1.02728  0.209
25 H -0.25224 2.46746 -2.18960  0.200
26 H 0.13609 2.10526 -0.40615  0.230
27 H -2.00912 0.98271 -1.94217  0.230
28 H -0.72070 -0.30253 -2.23807  0.231
29 H -2.80939 1.65669 -0.06202  0.257
30 H -3.36866 0.23221 0.98848  0.292
31 H 1.19975 -2.65891 -0.55992  0.262
32 H -1.17699 -3.20157 -1.40318  0.468
33 H -3.06367 -1.57962 -0.62969  0.271

Atoms 1-6, force components in eV/Å:
-0.23 -0.53 -0.03
-0.19 -0.52 -0.54
0.93 3.86 1.02
-0.85 -4.59 -1.21
1.24 -0.24 2.41
-2.01 0.61 -0.85

---

Record 3
Computed, not measured: 2 unconnected molecules or ions with the total composition C5H15N2S in a non-equilibrium geometry, with wB97M-V/def2-TZVPD.

Values from the calculation:
Electronic energy, Ha: -706.852612
Relative energy (zero: lowest compared OMol25 entry of this formula, charge and spin), kcal per mole: 77.8
LUMO energy, eV: -4.28
Kohn-Sham gap, eV: 8.80
Net charge: +1

Each line ends with the natural charge from an NBO analysis.
CARTESIAN COORDINATES (ANGSTROEM)
1 C -2.57922 0.16068 1.16896  -0.418
2 C -2.01192 -1.45738 -0.74517  -0.433
3 C 1.81394 -0.09824 1.21679  -0.426
4 C 2.54719 0.60823 -1.04657  -0.411
5 C -1.16549 0.72438 -0.71822  0.086
6 N -1.82824 -0.16458 -0.02327  -0.272
7 N 1.47940 0.01277 -0.24867  -0.652
8 S -0.86294 2.22105 0.06589  0.128
9 H -3.38438 0.74961 0.72424  0.241
10 H -2.72359 -0.81117 1.57168  0.237
11 H -1.89610 0.75598 1.71442  0.241
12 H -3.11490 -1.73548 -0.83785  0.246
13 H -1.40982 -1.24182 -1.71321  0.235
14 H -1.69927 -2.34697 -0.11052  0.244
15 H 1.02282 -0.44692 1.78408  0.195
16 H 2.64278 -0.59200 1.56172  0.201
17 H 1.89656 0.99469 1.70544  0.185
18 H 2.07849 0.83113 -2.06060  0.198
19 H 2.58687 1.59878 -0.72733  0.190
20 H 3.47410 0.16507 -0.96327  0.205
21 H -0.69138 0.71724 -1.62588  0.247
22 H 1.31674 -0.94228 -0.49679  0.355
23 H 0.39372 2.34680 -0.37249  0.178

Atoms 1-6, force components in eV/Å:
0.63 -0.03 -1.88
-0.46 -0.60 -0.02
-1.05 5.40 -0.68
-3.84 0.79 -1.43
-0.39 0.87 4.67
0.96 -0.62 -4.10